{
  "formula": "C4H12FNaO2S2Tl",
  "method": "ωB97M-V/def2-TZVPD",
  "species": ["Na", "Tl", "F", "C", "S", "O", "C", "H", "H", "H", "H", "H", "H", "C", "S", "O", "C", "H", "H", "H", "H", "H", "H"],
  "positions_angstrom": [[14.34624, -7.68945, -0.05880], [11.31510, -9.86747, 1.68537], [12.12052, -9.02559, -0.66605], [11.70685, -9.57910, -3.98118], [11.65943, -10.93348, -5.17805], [10.23322, -11.09118, -5.61113], [12.53255, -10.17746, -6.58458], [10.91285, -9.73907, -3.25726], [11.52864, -8.58431, -4.39653], [12.69761, -9.59416, -3.52868], [12.52989, -10.77270, -7.50228], [13.60133, -10.19644, -6.35104], [12.11263, -9.19258, -6.78292], [7.99575, -9.36465, -1.76226], [8.11449, -8.23072, -0.34895], [8.77344, -8.94207, 0.78699], [9.21538, -6.95675, -1.06168], [7.71020, -8.74642, -2.61785], [7.25104, -10.15228, -1.67496], [9.02390, -9.69307, -1.93188], [10.24018, -7.34354, -1.16485], [9.37628, -6.21983, -0.26893], [8.78956, -6.51224, -1.95676]],
  "forces_ev_per_a": [[-0.31, -0.24, -0.20], [0.06, -0.02, -0.49], [0.20, 0.40, 0.86], [0.21, 0.02, 0.94], [-2.09, 1.95, -1.97], [1.45, -0.39, 0.86], [1.33, -0.92, -0.57], [0.28, -0.47, 0.18], [0.04, -0.31, -0.87], [-0.13, -0.13, 0.25], [-0.74, -0.34, 0.22], [-0.09, 0.45, 0.45], [-0.17, 0.04, 0.34], [-0.26, 0.53, -0.61], [1.33, -0.89, -0.42], [-0.51, 0.84, -0.86], [0.45, 0.34, 1.29], [-0.15, 0.17, 0.16], [0.16, -0.09, 0.48], [-0.04, -0.30, 0.35], [-0.27, -0.82, -0.36], [-0.59, 0.26, -0.12], [-0.21, -0.09, 0.06]],
  "max_force_ev_per_a": 3.47,
  "e_tot_ev": -41901.4033,
  "charge": 3,
  "homo_lumo_gap_ev": 2.23,
  "multiplicity": 1
}